Molecular formula: C21H24N4OS2
Method: DFT, the ωB97M-V functional and the def2-TZVPD basis

The geometry in ORCA input format:
```
! wB97M-V def2-TZVPD RIJCOSX def2/J DEFGRID3
* xyz 0 1
H 0.093 0.885 2.794
H 0.074 2.611 -1.649
C -2.542 2.107 1.120
S -0.410 2.326 -4.698
C -0.489 3.078 0.358
C -0.188 -1.288 0.311
H 0.371 3.709 0.528
H -1.389 0.035 2.262
C -0.870 -3.027 4.800
H 1.752 0.938 -4.927
O 2.340 0.638 1.595
C 0.068 0.965 -3.880
C 2.488 0.208 -1.390
H 1.169 -1.436 -3.278
H -0.280 -0.351 -2.359
H -1.648 -3.738 5.033
H 2.770 -1.546 -0.164
C 1.636 -0.096 0.955
H 1.897 -0.489 3.954
H -3.290 1.982 1.890
C -1.743 1.624 -1.096
C 3.009 -0.422 -2.682
H -1.324 3.416 2.300
C 0.352 -3.098 5.446
C -0.646 2.445 -0.861
H 3.575 -1.328 -2.453
C -0.327 -0.076 2.486
H 0.683 -2.266 -1.264
S -1.678 -1.946 0.327
C 1.913 -0.763 -3.705
H -2.658 0.145 -2.350
C -1.439 2.913 1.351
C -2.688 1.458 -0.093
C 1.122 -1.203 4.194
H 3.295 0.759 -0.903
N 0.347 -0.447 1.256
C 1.982 -0.804 -0.356
N 0.727 -1.439 -0.689
H 2.379 -1.284 -4.548
C -1.914 0.943 -2.430
C -1.098 -2.046 3.850
N 1.258 0.413 -4.220
C 1.348 -2.185 5.141
H -3.543 0.821 -0.266
H 1.695 0.922 -1.615
H 3.694 0.283 -3.157
H -2.049 -1.995 3.341
N -0.682 0.379 -2.928
H -2.252 1.673 -3.174
H 2.303 -2.237 5.644
C -0.104 -1.126 3.545
H 0.529 -3.865 6.186
*
```

Summary:
Kohn-Sham gap = 8.40 eV
HOMO level = -0.2968 Ha


Molecular formula: C21H24O8
Method: DFT, the ωB97M-V functional and the def2-TZVPD basis

The geometry in ORCA input format:
```
! wB97M-V def2-TZVPD RIJCOSX def2/J DEFGRID3
* xyz 0 1
H -4.160 -1.820 1.049
C 0.982 -2.017 -1.802
H -0.364 -4.025 1.362
O 0.961 -4.188 -0.742
O 0.481 -2.364 0.478
C 0.056 0.153 -1.274
H 1.769 -0.449 3.321
H 1.970 -1.557 -1.695
H 2.070 -4.327 1.569
C 1.246 0.852 -1.383
H 0.947 -2.580 -2.738
H 1.427 1.148 2.642
C 3.352 0.354 2.114
O -0.079 -1.087 -1.826
H -5.406 0.731 -0.078
C 3.740 2.117 -1.108
C -3.080 2.092 0.811
C -4.153 -1.563 -1.086
H 3.899 0.747 2.976
C -1.068 0.737 -0.642
O 4.155 -0.181 -0.454
H -4.685 -0.963 -1.827
C 1.876 0.179 2.441
H 2.064 0.401 -1.919
C -4.674 0.211 0.549
H 0.399 3.704 0.217
C 3.835 0.935 -0.136
C -2.370 0.123 -0.479
H 3.807 -0.585 1.784
H -2.100 -1.972 -0.572
H 4.551 2.821 -0.900
C 0.814 -3.001 -0.642
C 0.312 2.721 -0.212
C -2.670 -1.207 -1.107
O 3.498 1.329 1.079
H -4.274 -2.614 -1.356
C -3.313 0.769 0.254
H -4.927 0.452 1.584
H 3.837 1.754 -2.138
H 1.349 -4.190 3.177
O 2.549 2.843 -0.902
H 1.351 -0.279 1.606
C 1.563 -3.655 2.257
H 2.216 -2.815 2.477
O -1.871 2.674 0.552
H -2.309 -1.203 -2.135
H -5.771 -1.632 0.349
H -0.287 -2.517 2.327
O -3.876 2.717 1.470
C 1.390 2.130 -0.847
C -0.890 2.031 -0.114
C -4.738 -1.287 0.291
C 0.259 -3.169 1.643
*
```

Summary:
ΔE to the lowest compared entry with this formula, charge and spin = 0.0 kJ/mol
Kohn-Sham gap = 8.67 eV
HOMO level = -0.3055 Ha


Molecular formula: C21H25AgN3O11
Method: DFT, the ωB97M-V functional and the def2-TZVPD basis

The geometry in ORCA input format:
```
! wB97M-V def2-TZVPD RIJCOSX def2/J DEFGRID3
* xyz -3 1
O 2.787 -0.320 -5.558
N 1.225 -2.647 -0.366
N -3.096 3.059 -1.452
H -4.302 1.596 3.590
H 3.848 0.360 -2.135
H 1.892 -1.237 0.899
H 4.084 -0.341 -3.933
C 3.167 -0.160 2.593
C -3.805 3.401 -0.221
O 6.334 -1.922 2.693
H 0.462 -0.691 -0.176
C 2.430 -0.962 3.665
H -3.848 4.467 -0.141
O 5.174 -3.067 4.740
H -4.829 2.990 -0.238
H 0.467 -3.805 -1.876
O -1.843 1.382 2.746
H 2.661 -2.349 5.293
H -2.453 1.060 -0.959
H -0.676 -2.598 -1.303
C -2.915 0.807 2.273
H 2.732 -3.082 0.874
C -3.955 -0.607 0.439
H 5.079 0.015 1.494
N 2.283 0.420 -3.435
O 2.444 0.795 2.091
H -3.335 2.916 0.674
C -2.699 3.968 -2.303
C 2.758 0.387 -2.049
C -2.794 -0.114 1.051
C 3.163 -1.839 4.459
O 2.790 -4.227 -0.822
C 0.941 -1.478 0.442
H 0.240 -1.757 1.250
O 1.229 -0.835 3.814
H -3.801 -1.436 -0.278
H 0.669 -2.107 -2.331
C -2.781 1.672 -1.812
O -1.606 -0.262 0.601
H 0.747 1.781 -3.161
H -3.623 1.190 -2.247
H 0.327 -0.004 -3.315
H 0.830 0.952 -4.737
C 4.573 -2.139 4.201
C 0.365 -2.830 -1.516
O -1.974 3.867 -3.276
C 5.200 -1.536 2.960
C 2.335 -3.369 -0.108
C -5.213 -0.081 0.760
C 4.515 -0.429 2.278
H -3.051 4.977 -2.029
C 3.073 -0.126 -4.370
Ag 0.180 0.575 2.270
C -4.117 0.885 2.815
H 2.348 1.244 -1.597
H 2.341 -0.516 -1.518
C -5.327 0.630 2.067
O -6.242 -0.188 0.079
H -1.994 1.743 -2.589
O -6.401 1.101 2.428
C 0.988 0.822 -3.685
*
```

Summary:
Kohn-Sham gap = 5.65 eV
HOMO level = 0.0123 Ha


Molecular formula: C21H25BN
Method: DFT, the ωB97M-V functional and the def2-TZVPD basis

The geometry in ORCA input format:
```
! wB97M-V def2-TZVPD RIJCOSX def2/J DEFGRID3
* xyz 1 1
H -0.523 0.040 1.808
H 1.754 5.088 -0.490
C -0.960 1.323 -1.087
H -2.596 -0.059 -2.948
H 1.138 0.603 -6.976
H -0.572 0.402 -7.258
C -1.616 0.233 -3.349
C -1.286 -0.092 -4.676
H 2.138 -0.272 4.145
C 0.692 -1.331 2.949
H -0.614 3.616 2.788
H -1.900 2.198 1.220
C -0.385 3.656 1.730
H -0.723 -3.333 0.787
H -2.038 -0.546 -5.341
H 1.013 -4.147 5.506
H 2.031 0.518 -4.577
H -0.592 -4.901 2.294
C 0.642 0.938 -2.984
C 1.694 -2.173 5.004
C 0.611 4.509 1.234
H -1.927 0.974 -0.712
H 1.131 5.174 1.912
H -1.876 -4.133 3.256
H -0.210 0.757 -0.575
H 0.423 -1.007 -6.979
C 0.523 -0.296 1.891
C 0.098 -3.453 3.712
N -0.020 -2.454 2.805
C -1.080 2.831 0.857
C -0.846 -4.554 3.318
H 0.591 3.502 -2.049
C 0.947 -3.328 4.796
H 1.146 0.597 2.087
C 0.988 0.533 -4.275
H -0.906 -5.446 3.924
H 2.341 -2.062 5.885
C 1.559 -1.184 4.042
B -1.080 -2.838 1.786
C 0.953 4.457 -0.119
H 0.807 -0.712 0.908
C -0.007 0.181 -5.200
C -0.689 0.916 -2.538
C 0.266 0.029 -6.671
H -2.108 -2.261 1.920
C 0.310 3.566 -0.996
H 1.412 1.246 -2.275
C -0.657 2.694 -0.487
*
```

Summary:
Kohn-Sham gap = 6.44 eV
HOMO level = -0.3875 Ha


Molecular formula: C21H25BrN2O3SSi
Method: DFT, the ωB97M-V functional and the def2-TZVPD basis

The geometry in ORCA input format:
```
! wB97M-V def2-TZVPD RIJCOSX def2/J DEFGRID3
* xyz 0 1
H 0.525 2.095 1.253
C -0.390 2.510 0.834
S -4.380 -0.236 -2.873
C 0.725 -0.179 0.510
O 1.747 -0.822 2.578
C -0.022 -2.281 -6.270
H 1.035 -0.426 -6.374
C 0.814 -1.094 -4.351
H 1.329 -0.242 -3.932
H 1.410 2.159 3.868
H -0.155 -2.355 -7.340
H 4.424 -0.328 4.866
C 0.101 3.666 0.000
C 0.704 -0.710 5.310
C -0.348 -3.178 -4.063
H 1.115 -1.106 0.101
H 0.085 0.430 2.506
C 0.313 -2.084 -3.524
H -1.374 -2.688 -1.786
H 2.574 1.866 5.150
C 3.675 -1.084 4.632
C -0.596 -2.089 -1.321
N -4.118 1.108 -2.038
Br 0.814 5.125 1.103
O 0.541 -1.964 -2.176
H -1.032 -4.118 -5.858
C -2.322 1.864 -0.537
H -0.219 -1.247 2.101
H -2.695 3.856 -1.217
C -0.562 0.179 -0.190
H -0.267 -2.613 -0.425
O 0.128 3.760 -1.183
H 0.267 -1.689 5.113
H 1.487 0.582 0.342
H 3.535 -1.692 5.525
H -2.643 3.706 0.541
H -0.097 0.029 5.341
H -0.723 -3.958 -3.416
H -0.978 2.905 1.660
H 4.065 -1.716 3.837
C -1.161 -0.730 -1.006
C -2.955 3.212 -0.379
C -0.517 -3.269 -5.433
N -3.115 -1.110 -2.453
C 0.512 -0.440 1.993
H 3.124 1.867 3.477
C 2.299 1.587 4.131
H 1.135 -0.747 6.312
C -2.967 0.921 -1.382
C -2.386 -0.355 -1.624
Si 2.072 -0.269 4.110
C -1.146 1.489 0.023
C 0.649 -1.197 -5.722
H -4.035 3.100 -0.341
*
```

Summary:
Kohn-Sham gap = 8.05 eV
HOMO level = -0.3174 Ha